C4H11NO2 | ωB97M-V/def2-TZVPD

Computed properties:
frontier orbital gap = 9.946 eV
energy relative to the best compared isomer or geometry (same formula, charge and spin) = 92.4 kcal/mol
LUMO energy = 0.500 eV
HOMO energy = -0.3472 Ha
total energy = -9908.233 eV

Structure (ORCA input):
```
! RIJCOSX wB97M-V def2-TZVPD def2/J DEFGRID3
* xyz 0 1
O 0.108 2.833 0.305
C -0.331 1.707 0.520
C -1.542 1.209 -0.218
N -1.126 0.377 -1.375
H 0.147 1.077 1.306
H -2.142 0.588 0.444
H -2.114 2.072 -0.568
H -1.945 -0.106 -1.735
H -0.794 0.982 -2.129
H 0.119 0.011 -0.764
C 0.704 -1.092 -0.071
O 1.233 0.175 -0.530
C 1.636 -1.604 1.082
H 0.807 -1.822 -0.855
H -0.348 -1.209 0.419
H 1.290 -2.597 1.466
H 1.620 -0.907 1.935
H 2.677 -1.695 0.767
*
```

C2H9N2O | ωB97M-V/def2-TZVPD

Computed properties:
frontier orbital gap = 11.280 eV
energy relative to the best compared isomer or geometry (same formula, charge and spin) = 35.0 kcal/mol
LUMO energy = -3.853 eV
HOMO energy = -0.5561 Ha
total energy = -7240.836 eV

Structure (ORCA input):
```
! RIJCOSX wB97M-V def2-TZVPD def2/J DEFGRID3
* xyz 1 1
C -1.622 -0.975 1.821
N 0.357 1.165 -0.524
C -0.469 0.845 0.510
N -1.218 -0.244 0.577
H -1.840 -0.239 2.668
H -2.434 -1.581 1.448
H -0.678 -1.525 2.207
H 0.727 0.373 -1.104
H 0.432 2.135 -0.522
H -0.619 1.494 1.394
H -1.333 -0.732 -0.319
H 2.935 -1.106 -1.499
H 2.359 -0.810 -2.836
O 2.378 -0.459 -1.974
*
```

C37H58F2N2O15P | ωB97M-V/def2-TZVPD

Computed properties:
frontier orbital gap = 7.513 eV
LUMO energy = -3.489 eV
HOMO energy = -0.4043 Ha
total energy = -87719.817 eV

Structure (ORCA input):
```
! RIJCOSX wB97M-V def2-TZVPD def2/J DEFGRID3
* xyz 1 1
C -4.715 -1.835 -4.425
P -3.695 -3.209 -5.050
O -4.682 -4.456 -4.851
C -2.601 -3.303 -3.602
N -2.472 -4.253 -2.764
F -3.179 -5.418 -2.833
C -1.531 -4.054 -1.660
C -1.589 -2.542 -1.649
C -0.530 -1.882 -0.809
C -1.060 -0.653 -0.086
N -2.195 -0.572 0.469
C -1.580 -2.292 -3.186
C -1.656 -0.906 -3.807
C -2.298 0.214 -3.030
F -1.294 1.102 -2.599
H -5.714 -2.011 -4.798
H -4.344 -0.901 -4.815
H -4.755 -1.780 -3.345
H -5.195 -4.433 -4.024
H -0.563 -4.458 -1.927
H -1.922 -4.498 -0.756
H -2.590 -2.332 -1.294
H -0.221 -2.566 -0.044
H 0.334 -1.606 -1.405
H -0.384 0.190 -0.014
H -2.706 -1.449 0.381
H -0.633 -2.704 -3.539
H -0.647 -0.592 -4.028
H -2.150 -0.976 -4.764
H -2.977 0.772 -3.658
H -2.843 -0.108 -2.163
O 3.158 2.267 -3.446
C 2.417 3.174 -3.186
O 2.828 4.276 -2.535
C 1.714 5.158 -2.259
C 0.648 4.771 -3.285
C 0.930 3.279 -3.479
H 1.391 4.981 -1.233
H 2.056 6.181 -2.338
H -0.361 5.000 -2.952
H 0.825 5.304 -4.219
H 0.402 2.664 -2.754
H 0.719 2.914 -4.480
O 3.235 6.861 -0.331
C 4.240 6.500 0.213
O 4.319 6.382 1.556
C 5.665 6.033 1.947
C 6.282 5.385 0.712
C 5.571 6.134 -0.415
H 6.186 6.947 2.233
H 5.607 5.373 2.809
H 7.363 5.475 0.687
H 6.023 4.326 0.677
H 6.091 7.056 -0.677
H 5.409 5.542 -1.311
O -5.511 -1.735 -0.321
C -5.864 -0.587 -0.207
O -5.549 0.317 -1.157
C -5.975 1.643 -0.756
C -7.083 1.401 0.262
C -6.640 0.081 0.904
H -5.114 2.156 -0.325
H -6.300 2.179 -1.644
H -7.202 2.220 0.964
H -8.033 1.258 -0.253
H -5.963 0.238 1.744
H -7.469 -0.537 1.225
O 8.590 7.620 -0.006
C 9.577 7.297 0.588
O 9.589 7.178 1.936
C 10.918 6.877 2.406
C 11.634 6.259 1.207
C 10.957 6.979 0.037
H 11.381 7.809 2.732
H 10.832 6.210 3.259
H 12.713 6.381 1.248
H 11.417 5.192 1.158
H 11.445 7.924 -0.207
H 10.872 6.381 -0.865
O -2.476 -3.219 1.846
C -1.529 -3.164 2.587
O -0.341 -2.713 2.151
C 0.679 -2.875 3.170
C -0.105 -2.931 4.481
C -1.414 -3.593 4.035
H 1.235 -3.788 2.971
H 1.360 -2.032 3.111
H 0.426 -3.466 5.263
H -0.309 -1.922 4.839
H -1.354 -4.682 4.059
H -2.291 -3.275 4.591
O 3.279 -4.712 2.476
C 3.205 -5.334 1.459
O 2.330 -5.000 0.471
C 2.386 -5.973 -0.591
C 3.751 -6.642 -0.461
C 3.983 -6.572 1.050
H 1.565 -6.680 -0.450
H 2.249 -5.451 -1.536
H 3.772 -7.647 -0.875
H 4.504 -6.048 -0.978
H 3.556 -7.426 1.577
H 5.025 -6.467 1.333
O -8.581 -0.601 3.500
C -8.355 -1.769 3.621
O -7.873 -2.515 2.598
C -7.778 -3.900 2.984
C -7.718 -3.888 4.510
C -8.555 -2.650 4.842
H -8.663 -4.418 2.610
H -6.894 -4.320 2.513
H -8.079 -4.811 4.955
H -6.689 -3.734 4.837
H -9.620 -2.875 4.924
H -8.236 -2.125 5.737
*
```

C4H8O2 | ωB97M-V/def2-TZVPD

Computed properties:
frontier orbital gap = 10.736 eV
energy relative to the best compared isomer or geometry (same formula, charge and spin) = 37.0 kcal/mol
LUMO energy = 0.918 eV
HOMO energy = -0.3608 Ha
total energy = -8371.676 eV
structure (SMILES) = CO[C@@H](C)C=O

Structure (ORCA input):
```
! RIJCOSX wB97M-V def2-TZVPD def2/J DEFGRID3
* xyz 0 1
C 1.890 -0.286 -0.613
O 0.952 -0.225 0.435
C -0.317 0.282 0.079
C -1.353 -0.803 -0.210
C -0.758 1.182 1.233
O -1.909 1.466 1.452
H 2.816 -0.693 -0.195
H 1.560 -0.935 -1.437
H 2.099 0.716 -1.013
H -0.226 0.938 -0.802
H -1.326 -1.149 -1.249
H -1.154 -1.652 0.450
H -2.349 -0.400 0.004
H 0.074 1.559 1.867
*
```

C5H5NO | ωB97M-V/def2-TZVPD

Computed properties:
frontier orbital gap = 10.117 eV
energy relative to the best compared isomer or geometry (same formula, charge and spin) = 71.0 kcal/mol
LUMO energy = 0.034 eV
HOMO energy = -0.3705 Ha
total energy = -8800.340 eV
structure (SMILES) = C#CC(=O)[C@H]1CN1

Structure (ORCA input):
```
! RIJCOSX wB97M-V def2-TZVPD def2/J DEFGRID3
* xyz 0 1
O -0.064 -1.811 0.462
C -0.456 -0.747 0.023
C -1.855 -0.349 0.108
C -3.001 0.008 0.212
C 0.485 0.246 -0.579
C 1.563 0.710 0.345
N 1.860 -0.187 -0.752
H -4.020 0.314 0.316
H 0.080 0.920 -1.330
H 1.542 0.316 1.359
H 1.942 1.724 0.242
H 1.925 -1.145 -0.407
*
```

C25H21AlI2N3O | ωB97M-V/def2-TZVPD

Computed properties:
frontier orbital gap = 6.795 eV
LUMO energy = -3.657 eV
HOMO energy = -0.3841 Ha
total energy = -55579.126 eV

Structure (ORCA input):
```
! RIJCOSX wB97M-V def2-TZVPD def2/J DEFGRID3
* xyz 1 1
Al -0.079 0.093 0.188
I 2.630 4.922 -4.800
C 2.154 3.303 -3.527
C 2.122 1.943 -3.952
C 1.859 0.935 -3.056
I 2.397 -1.052 -3.507
C 1.577 1.256 -1.690
O 1.394 0.322 -0.792
C 1.538 2.635 -1.320
C 1.071 2.960 0.046
N -0.168 2.211 0.465
C -1.350 2.766 -0.388
C -2.218 1.667 -0.894
C -3.285 2.003 -1.680
C -4.050 0.906 -2.189
C -3.705 -0.441 -1.869
C -2.671 -0.675 -1.042
N -1.870 0.356 -0.642
C 1.865 3.634 -2.238
H 2.362 1.733 -4.952
H 1.833 2.803 0.799
H 0.861 4.051 0.117
H -0.398 2.473 1.457
H -1.864 3.560 0.224
H -1.010 3.305 -1.239
H -3.619 3.051 -1.843
H -4.804 1.115 -3.011
H -4.256 -1.302 -2.213
H -2.317 -1.651 -0.732
H 1.731 4.643 -1.828
N -0.697 -0.120 2.198
C 0.221 -0.919 2.993
C 0.600 -0.362 4.240
C 1.425 -1.074 5.089
C 1.942 -2.317 4.593
C 1.597 -2.809 3.391
C 0.690 -2.138 2.525
C 0.424 -2.706 1.186
C 0.389 -4.083 1.101
C 0.320 -4.726 -0.110
C 0.230 -4.039 -1.261
C 0.084 -2.633 -1.196
C 0.163 -1.944 0.025
H -1.528 -0.688 2.022
H -0.888 0.767 2.681
H 0.179 0.615 4.528
H 1.651 -0.707 6.136
H 2.607 -2.871 5.242
H 2.027 -3.764 3.044
H 0.350 -4.620 2.027
H 0.348 -5.828 -0.080
H 0.300 -4.487 -2.232
H -0.163 -2.070 -2.035
*
```